Record 1
{
  "formula": "C39H38N2O",
  "method": "wB97M-V/def2-TZVPD",
  "species": ["C", "C", "C", "C", "C", "C", "C", "C", "C", "C", "C", "C", "O", "C", "C", "H", "H", "H", "H", "H", "H", "H", "H", "H", "H", "H", "C", "N", "C", "C", "C", "C", "C", "C", "C", "C", "C", "C", "C", "C", "C", "C", "C", "C", "C", "C", "N", "C", "C", "C", "C", "C", "C", "H", "H", "H", "H", "H", "H", "H", "H", "H", "H", "H", "H", "H", "H", "H", "H", "H", "H", "H", "H", "H", "H", "H", "H", "H", "H", "H"],
  "xyz": [[0.10, 0.30, 4.25], [-0.70, -0.42, 3.35], [-1.27, 0.23, 2.27], [-0.93, 1.58, 1.96], [-1.42, 2.22, 0.77], [-2.71, 1.89, 0.22], [-3.52, 2.97, -0.47], [-4.64, 2.54, -1.20], [-5.36, 3.42, -2.01], [-5.00, 4.78, -2.04], [-3.91, 5.23, -1.28], [-3.20, 4.33, -0.47], [-3.15, 0.72, 0.20], [-0.10, 2.28, 2.87], [0.39, 1.64, 4.01], [0.48, -0.19, 5.15], [-0.92, -1.48, 3.52], [-2.01, -0.28, 1.64], [-0.94, 3.16, 0.47], [-4.94, 1.49, -1.15], [-6.18, 3.04, -2.61], [-5.57, 5.48, -2.66], [-3.61, 6.28, -1.32], [-2.40, 4.70, 0.17], [0.10, 3.33, 2.68], [1.00, 2.20, 4.72], [0.24, -7.48, 0.60], [-0.70, -6.48, 0.13], [-2.00, -7.01, -0.22], [-0.40, -5.16, 0.04], [-1.42, -4.20, -0.26], [-1.13, -2.85, -0.32], [0.20, -2.38, -0.17], [0.54, -1.00, -0.44], [-0.33, -0.15, -1.15], [-0.20, 1.23, -1.21], [-0.85, 2.01, -2.25], [-0.48, 3.35, -2.47], [-1.18, 4.13, -3.38], [-2.21, 3.56, -4.15], [-2.56, 2.22, -3.97], [-1.86, 1.44, -3.06], [1.83, -0.47, -0.01], [2.70, 0.20, -0.90], [4.00, 0.47, -0.52], [4.36, 0.38, 0.85], [5.60, 0.78, 1.26], [5.89, 1.07, 2.65], [6.72, 0.93, 0.35], [3.42, -0.12, 1.78], [2.25, -0.67, 1.33], [1.21, -3.34, 0.13], [0.92, -4.69, 0.22], [1.00, -7.03, 1.24], [-0.32, -8.23, 1.18], [0.74, -8.00, -0.23], [-2.43, -6.47, -1.07], [-1.88, -8.07, -0.49], [-2.71, -6.95, 0.63], [-2.45, -4.54, -0.43], [-1.94, -2.14, -0.46], [-1.18, -0.63, -1.65], [0.59, 1.72, -0.64], [0.34, 3.77, -1.88], [-0.92, 5.18, -3.50], [-2.73, 4.16, -4.89], [-3.38, 1.78, -4.54], [-2.15, 0.39, -2.93], [2.35, 0.43, -1.91], [4.73, 0.80, -1.26], [4.98, 1.39, 3.18], [6.30, 0.19, 3.18], [6.63, 1.88, 2.69], [6.57, 0.33, -0.55], [6.84, 1.98, 0.05], [7.63, 0.61, 0.86], [3.64, -0.12, 2.85], [1.61, -1.24, 2.00], [2.24, -3.02, 0.24], [1.73, -5.39, 0.42]],
  "e_lumo_ev": -0.957,
  "e_homo_ev": -6.09,
  "orbital_gap_ev": 5.131,
  "e_above_lowest_ev": 0.0000
}

Record 2
{
  "formula": "CClNO",
  "method": "wB97M-V/def2-TZVPD",
  "species": ["Cl", "C", "N", "O"],
  "xyz": [[-1.80, -0.05, 0.00], [-0.23, 0.27, -0.01], [0.96, 0.61, 0.00], [1.06, -0.83, 0.00]],
  "e_lumo_ev": 0.300,
  "e_homo_ev": -9.62,
  "orbital_gap_ev": 9.924,
  "e_above_lowest_ev": 2.9951
}

Record 3
{
  "formula": "C28H32N5O4PdS3",
  "method": "wB97M-V/def2-TZVPD",
  "species": ["Pd", "S", "C", "S", "S", "C", "C", "C", "C", "C", "C", "N", "C", "C", "C", "C", "C", "C", "C", "O", "O", "C", "C", "H", "H", "H", "H", "H", "H", "H", "H", "H", "H", "H", "H", "H", "H", "C", "N", "C", "C", "C", "N", "C", "C", "O", "H", "H", "H", "H", "H", "H", "H", "H", "H", "H", "H", "H", "N", "C", "O", "C", "C", "C", "N", "C", "C", "H", "H", "H", "H", "H", "H"],
  "xyz": [[-1.44, -0.03, 2.18], [-3.78, -2.88, 4.76], [-2.91, -1.85, 3.84], [-2.00, -0.45, 4.33], [-2.64, -1.91, 2.12], [-2.92, -6.05, -2.13], [-1.80, -5.11, -2.50], [-0.68, -5.61, -3.15], [0.37, -4.77, -3.48], [0.32, -3.43, -3.16], [-0.80, -2.90, -2.52], [-0.89, -1.56, -2.14], [-0.16, -0.51, -2.68], [0.19, -0.49, -4.04], [0.88, 0.57, -4.58], [1.23, 1.66, -3.80], [0.88, 1.66, -2.46], [0.19, 0.60, -1.88], [-0.12, 0.71, -0.40], [0.54, 1.51, 0.27], [-1.10, 0.01, 0.03], [-1.88, -3.75, -2.19], [-3.07, -3.16, -1.49], [-2.67, -7.07, -2.43], [-3.86, -5.78, -2.62], [-3.11, -6.05, -1.06], [-0.63, -6.67, -3.39], [1.25, -5.17, -3.98], [1.16, -2.79, -3.39], [-1.28, -1.34, -1.23], [-0.11, -1.32, -4.66], [1.12, 0.56, -5.64], [1.77, 2.50, -4.22], [1.15, 2.48, -1.81], [-3.37, -2.23, -1.97], [-2.85, -2.92, -0.45], [-3.92, -3.84, -1.49], [2.23, 1.71, 3.13], [2.90, 0.88, 2.13], [3.62, 1.64, 1.13], [4.45, 0.71, 0.28], [3.55, -0.32, -0.35], [2.67, -0.92, 0.63], [1.97, -2.11, 0.20], [2.24, -0.28, 1.77], [1.35, -0.76, 2.46], [2.98, 2.34, 3.62], [1.75, 1.08, 3.86], [1.48, 2.35, 2.65], [4.27, 2.35, 1.66], [2.92, 2.21, 0.51], [5.20, 0.22, 0.91], [4.98, 1.27, -0.50], [4.14, -1.12, -0.80], [2.95, 0.13, -1.16], [2.63, -2.98, 0.22], [1.61, -1.97, -0.82], [1.12, -2.28, 0.85], [-2.18, 7.32, 2.23], [-1.51, 6.59, 3.16], [-0.96, 7.10, 4.12], [-1.47, 5.11, 2.92], [-1.67, 4.54, 1.67], [-1.61, 3.16, 1.55], [-1.39, 2.36, 2.59], [-1.22, 2.90, 3.79], [-1.24, 4.27, 4.00], [-2.30, 8.30, 2.43], [-2.82, 6.88, 1.60], [-1.82, 5.13, 0.78], [-1.74, 2.67, 0.59], [-1.07, 2.21, 4.61], [-1.07, 4.69, 4.98]],
  "e_lumo_ev": 2.007,
  "e_homo_ev": -4.82,
  "orbital_gap_ev": 6.828,
  "charge": -1,
  "e_above_lowest_ev": 0.0000
}

Record 4
{
  "formula": "C8H21NO6Zn",
  "method": "wB97M-V/def2-TZVPD",
  "species": ["Zn", "O", "H", "O", "H", "C", "C", "C", "O", "C", "N", "H", "H", "H", "H", "H", "H", "H", "H", "H", "H", "H", "C", "C", "O", "C", "O", "O", "C", "H", "H", "H", "H", "H", "H", "H", "H"],
  "xyz": [[0.72, 0.11, -0.12], [1.43, -1.62, 0.07], [0.76, -2.26, 0.32], [0.32, 1.05, -1.75], [0.71, 1.86, -2.09], [2.25, 0.67, 2.78], [1.68, 1.82, 1.93], [2.56, 2.13, 0.73], [2.76, 0.95, -0.01], [3.63, 1.11, -1.11], [0.30, 1.45, 1.45], [2.50, -0.18, 2.15], [1.53, 0.37, 3.54], [3.14, 1.02, 3.30], [1.65, 2.74, 2.52], [3.51, 2.57, 1.09], [2.09, 2.91, 0.10], [4.64, 1.32, -0.75], [3.28, 1.91, -1.76], [3.64, 0.16, -1.64], [-0.27, 1.27, 2.27], [-0.11, 2.29, 1.04], [-2.42, -0.64, -2.95], [-2.19, -1.94, -2.22], [-2.92, -2.00, -0.96], [-2.35, -1.33, 0.03], [-1.38, -0.65, -0.09], [-2.96, -1.48, 1.20], [-4.15, -2.29, 1.27], [-3.48, -0.37, -2.94], [-2.08, -0.75, -3.98], [-1.82, 0.15, -2.50], [-1.12, -2.06, -2.03], [-2.51, -2.81, -2.78], [-4.59, -2.09, 2.24], [-3.89, -3.35, 1.23], [-4.84, -2.05, 0.48]],
  "e_lumo_ev": 0.438,
  "e_homo_ev": -8.24,
  "orbital_gap_ev": 8.677,
  "e_above_lowest_ev": 0.0000
}

Record 5
{
  "formula": "C11H13ClO2",
  "method": "wB97M-V/def2-TZVPD",
  "species": ["C", "O", "C", "Cl", "C", "C", "C", "C", "C", "C", "C", "C", "O", "C", "H", "H", "H", "H", "H", "H", "H", "H", "H", "H", "H", "H", "H"],
  "xyz": [[-3.03, -2.17, -0.06], [-3.02, -0.92, 0.56], [-2.10, 0.00, 0.11], [-2.66, 0.51, -1.63], [-0.65, -0.53, 0.07], [0.29, 0.44, -0.28], [1.78, 0.27, -0.31], [2.44, -0.85, -0.77], [3.79, -1.02, -0.56], [4.53, 0.06, -0.12], [3.89, 1.22, 0.30], [2.50, 1.23, 0.31], [-2.07, 1.13, 0.80], [-3.30, 1.82, 0.86], [-4.16, -2.49, 0.06], [-2.23, -3.00, 0.14], [-2.88, -2.19, -1.11], [-0.39, -1.63, 0.24], [-0.17, 1.46, -0.30], [1.83, -1.54, -1.26], [4.34, -1.96, -0.93], [5.66, 0.22, -0.22], [4.42, 2.07, 0.90], [1.94, 2.09, 0.74], [-3.31, 2.38, -0.06], [-3.40, 2.38, 1.76], [-4.05, 1.00, 0.76]],
  "e_lumo_ev": 0.440,
  "e_homo_ev": -8.81,
  "orbital_gap_ev": 9.247,
  "e_above_lowest_ev": 2.4750
}

Record 6
{
  "formula": "C52H34MoN5S4",
  "method": "wB97M-V/def2-TZVPD",
  "species": ["Mo", "C", "C", "C", "C", "C", "C", "C", "C", "C", "C", "C", "N", "C", "C", "C", "C", "C", "C", "C", "C", "C", "C", "C", "C", "C", "N", "C", "C", "C", "C", "C", "C", "C", "C", "C", "C", "C", "C", "N", "C", "C", "N", "C", "C", "C", "C", "C", "C", "H", "H", "H", "H", "H", "H", "H", "H", "H", "H", "H", "H", "H", "H", "H", "H", "H", "H", "H", "H", "H", "H", "H", "H", "H", "H", "H", "H", "S", "S", "S", "S", "C", "C", "C", "C", "C", "C", "C", "C", "N", "H", "H", "H", "H", "H", "H"],
  "xyz": [[0.29, 0.20, 0.04], [0.12, 0.12, -7.71], [-0.11, -1.10, -7.09], [-0.07, -1.20, -5.71], [0.19, -0.08, -4.93], [0.42, 1.14, -5.56], [0.38, 1.24, -6.94], [0.25, -0.17, -3.44], [1.49, -0.14, -2.84], [2.75, -0.09, -3.55], [3.72, 0.08, -2.63], [3.08, 0.16, -1.33], [1.74, -0.06, -1.49], [3.73, 0.53, -0.16], [3.15, 0.58, 1.11], [3.83, 0.87, 2.34], [2.95, 0.63, 3.35], [1.73, 0.13, 2.73], [0.71, -0.55, 3.37], [0.78, -0.66, 4.85], [0.62, 0.48, 5.63], [0.71, 0.39, 7.02], [0.96, -0.82, 7.63], [1.12, -1.96, 6.85], [1.04, -1.88, 5.47], [-0.37, -1.17, 2.71], [-0.71, -1.03, 1.39], [-1.91, -1.69, 1.20], [-2.68, -1.68, 0.04], [-3.94, -2.47, 0.04], [-4.09, -3.54, -0.85], [-5.26, -4.29, -0.86], [-6.29, -3.99, 0.02], [-6.14, -2.94, 0.91], [-4.98, -2.19, 0.92], [-2.31, -1.07, -1.16], [-3.06, -1.07, -2.38], [-2.23, -0.62, -3.36], [-0.96, -0.36, -2.75], [-1.06, -0.54, -1.40], [-2.28, -2.32, 2.42], [-1.35, -1.98, 3.36], [1.86, 0.21, 1.37], [5.16, 0.94, -0.26], [5.48, 2.16, -0.85], [6.80, 2.57, -0.95], [7.82, 1.76, -0.46], [7.51, 0.54, 0.13], [6.19, 0.13, 0.23], [0.09, 0.19, -8.79], [-0.31, -1.98, -7.68], [-0.25, -2.15, -5.22], [0.63, 2.02, -4.95], [0.56, 2.20, -7.42], [2.86, -0.17, -4.62], [4.78, 0.17, -2.79], [4.83, 1.26, 2.42], [3.12, 0.70, 4.41], [0.44, 1.43, 5.15], [0.58, 1.29, 7.61], [1.03, -0.89, 8.71], [1.33, -2.92, 7.33], [1.18, -2.77, 4.86], [-3.29, -3.77, -1.53], [-5.36, -5.12, -1.55], [-7.20, -4.57, 0.01], [-6.94, -2.69, 1.60], [-4.85, -1.38, 1.63], [-4.08, -1.39, -2.47], [-2.45, -0.51, -4.41], [-3.15, -2.94, 2.57], [-1.34, -2.26, 4.40], [4.68, 2.79, -1.21], [7.04, 3.52, -1.40], [8.85, 2.08, -0.53], [8.30, -0.09, 0.52], [5.94, -0.81, 0.70], [1.92, 3.42, 3.38], [2.72, 3.87, 1.57], [1.19, 4.12, 0.19], [1.07, 2.42, -0.98], [-0.92, 1.66, 1.20], [-2.25, 1.88, 0.59], [-3.42, 1.47, 1.24], [-4.67, 1.69, 0.68], [-4.78, 2.30, -0.56], [-3.63, 2.72, -1.23], [-2.39, 2.53, -0.65], [-6.07, 2.48, -1.16], [-7.11, 2.62, -1.64], [-1.01, 1.29, 2.22], [-0.36, 2.59, 1.24], [-3.34, 1.00, 2.21], [-5.57, 1.40, 1.21], [-3.71, 3.20, -2.19], [-1.50, 2.87, -1.16]],
  "spin_multiplicity": 3,
  "e_lumo_ev": [0.974, 0.788],
  "e_homo_ev": [-3.60, -3.30],
  "orbital_gap_ev": [4.572, 4.086],
  "charge": -1
}

Record 7
{
  "formula": "C2H5N3S",
  "method": "wB97M-V/def2-TZVPD",
  "species": ["N", "N", "C", "C", "N", "S", "H", "H", "H", "H", "H"],
  "xyz": [[0.08, 2.87, -0.45], [0.48, 1.64, -0.14], [-0.34, 0.66, -0.18], [0.14, -0.70, 0.12], [1.43, -0.80, 0.33], [-0.93, -1.96, 0.13], [0.65, 3.59, -0.07], [-0.96, 3.08, -0.36], [-1.42, 0.74, -0.36], [1.81, -1.74, 0.52], [2.04, 0.00, 0.29]],
  "e_lumo_ev": 0.142,
  "e_homo_ev": -8.36,
  "orbital_gap_ev": 8.501,
  "e_above_lowest_ev": 1.3644
}

Record 8
{
  "formula": "C54H47BrCl2IrN4O2P2S2",
  "method": "wB97M-V/def2-TZVPD",
  "species": ["Ir", "S", "C", "N", "C", "C", "N", "C", "C", "C", "C", "C", "C", "C", "C", "S", "C", "C", "C", "C", "C", "C", "C", "H", "H", "H", "H", "H", "H", "H", "H", "H", "H", "H", "H", "H", "H", "H", "H", "H", "H", "O", "P", "C", "P", "O", "C", "C", "C", "C", "C", "C", "C", "C", "C", "C", "C", "C", "C", "C", "C", "C", "C", "C", "C", "C", "C", "C", "C", "C", "H", "H", "H", "H", "H", "H", "H", "H", "H", "H", "H", "H", "H", "H", "H", "H", "H", "H", "H", "H", "H", "H", "Br", "C", "C", "C", "N", "C", "C", "H", "H", "H", "H", "Cl", "C", "C", "C", "C", "C", "Cl", "C", "N", "H", "H", "H"],
  "xyz": [[-0.63, -0.76, -1.03], [-0.43, -1.16, 1.48], [-1.86, -2.08, 1.83], [-2.14, -2.35, 3.13], [-3.26, -3.20, 3.46], [-4.38, -2.99, 2.46], [-3.85, -3.24, 1.13], [-4.79, -3.75, 0.14], [-5.93, -2.79, -0.10], [-7.20, -3.07, 0.38], [-8.24, -2.17, 0.18], [-8.01, -0.98, -0.48], [-6.74, -0.68, -0.96], [-5.70, -1.59, -0.77], [-2.68, -2.60, 0.81], [-2.25, -2.54, -0.87], [-1.37, -1.82, 4.25], [-2.05, -0.62, 4.86], [-2.94, -0.75, 5.92], [-3.57, 0.36, 6.45], [-3.33, 1.62, 5.93], [-2.45, 1.76, 4.86], [-1.83, 0.65, 4.32], [-3.62, -2.95, 4.46], [-2.95, -4.25, 3.45], [-4.76, -1.97, 2.54], [-5.20, -3.68, 2.65], [-5.17, -4.70, 0.51], [-4.24, -3.94, -0.78], [-7.39, -4.01, 0.88], [-9.23, -2.41, 0.55], [-8.82, -0.27, -0.62], [-6.56, 0.24, -1.49], [-4.72, -1.37, -1.17], [-0.38, -1.55, 3.88], [-1.25, -2.62, 4.99], [-3.12, -1.73, 6.35], [-4.26, 0.24, 7.28], [-3.81, 2.49, 6.35], [-2.24, 2.74, 4.46], [-1.15, 0.75, 3.48], [3.26, -1.34, -1.15], [4.26, -0.25, -1.13], [3.70, 1.17, -2.16], [2.00, 1.79, -1.75], [0.93, 0.75, -1.90], [1.76, 3.14, -2.93], [0.58, 3.20, -3.65], [0.36, 4.24, -4.54], [1.32, 5.23, -4.70], [2.50, 5.17, -3.98], [2.73, 4.13, -3.10], [1.99, 2.56, -0.11], [0.94, 2.25, 0.74], [0.87, 2.83, 2.00], [1.84, 3.74, 2.40], [2.88, 4.07, 1.54], [2.96, 3.48, 0.29], [4.60, 0.35, 0.54], [5.64, 1.23, 0.83], [5.86, 1.61, 2.14], [5.05, 1.12, 3.15], [4.01, 0.25, 2.86], [3.78, -0.14, 1.55], [5.82, -0.81, -1.85], [5.90, -0.99, -3.22], [7.00, -1.63, -3.78], [8.02, -2.09, -2.95], [7.94, -1.91, -1.58], [6.85, -1.27, -1.02], [3.61, 0.83, -3.20], [4.44, 1.97, -2.11], [-0.17, 2.43, -3.50], [-0.56, 4.28, -5.11], [1.15, 6.04, -5.39], [3.25, 5.94, -4.10], [3.66, 4.08, -2.56], [0.19, 1.54, 0.43], [0.06, 2.57, 2.67], [1.80, 4.18, 3.38], [3.62, 4.79, 1.84], [3.78, 3.74, -0.37], [6.28, 1.58, 0.03], [6.66, 2.29, 2.37], [5.24, 1.41, 4.18], [3.38, -0.14, 3.65], [2.98, -0.81, 1.29], [5.09, -0.66, -3.86], [7.07, -1.77, -4.85], [8.86, -2.61, -3.38], [8.73, -2.28, -0.94], [6.77, -1.14, 0.05], [3.53, -5.68, -2.96], [2.31, -4.35, -2.42], [1.71, -3.53, -3.36], [0.87, -2.53, -2.92], [0.60, -2.33, -1.63], [1.16, -3.15, -0.73], [2.01, -4.18, -1.08], [1.92, -3.64, -4.42], [0.41, -1.86, -3.63], [0.94, -2.97, 0.31], [2.46, -4.80, -0.32], [-3.92, 1.93, 0.97], [-3.83, 1.97, -0.74], [-4.73, 2.70, -1.48], [-4.67, 2.69, -2.87], [-3.72, 1.92, -3.53], [-2.84, 1.17, -2.80], [-1.68, 0.12, -3.53], [-2.82, 1.19, -1.37], [-1.90, 0.53, -0.69], [-5.50, 3.28, -0.98], [-5.39, 3.27, -3.44], [-3.68, 1.91, -4.61]],
  "spin_multiplicity": 5,
  "e_lumo_ev": [-1.707, -3.434],
  "e_homo_ev": [-8.66, -10.24],
  "orbital_gap_ev": [6.951, 6.807],
  "charge": 1,
  "e_above_lowest_ev": 0.0000
}

Record 9
{
  "formula": "C9H13NO2",
  "method": "wB97M-V/def2-TZVPD",
  "species": ["C", "C", "C", "C", "C", "O", "C", "C", "H", "H", "H", "H", "H", "H", "H", "H", "C", "C", "N", "O", "H", "H", "H", "H", "H"],
  "xyz": [[1.60, -0.92, -1.41], [0.14, -1.13, -1.18], [-0.67, -0.03, -0.69], [-2.03, -0.26, -0.60], [-2.48, -1.63, -0.87], [-3.81, -1.82, -0.58], [-1.72, -2.69, -1.32], [-0.30, -2.38, -1.44], [2.37, -1.80, -1.40], [2.10, -0.32, -0.58], [1.64, -0.55, -2.48], [-0.34, 1.00, -0.61], [-2.57, 0.56, -0.21], [-4.20, -1.01, -0.82], [-2.06, -3.59, -1.51], [0.42, -3.01, -1.68], [2.19, 1.63, 2.40], [1.27, 2.34, 1.37], [0.06, 2.93, 1.69], [1.66, 2.34, 0.19], [1.63, 1.19, 3.36], [3.02, 2.34, 2.72], [2.79, 0.82, 1.94], [-0.56, 3.17, 1.07], [-0.18, 2.83, 2.66]],
  "e_lumo_ev": 0.655,
  "e_homo_ev": -8.22,
  "orbital_gap_ev": 8.870,
  "e_above_lowest_ev": 2.4945
}